(1)
ORCA calculation (wB97M-V/def2-TZVPD) on C5H11NO in the gas phase at a distorted geometry.

Results
Electronic energy   -327.0461 hartree
Energy above the lowest of the compared OMol25 structures with the same formula, charge and spin   53.5 kcal/mol
SMILES string   C/C(N)=C(\C)CO
Frontier orbital gap   0.3187 Eh
LUMO   0.9 eV
Total charge   0

Geometry (Å):
C 1.466 -1.340 0.448
C 0.693 -0.297 -0.302
N 1.206 0.128 -1.487
C -0.470 0.264 0.197
C -1.112 -0.323 1.429
C -1.361 0.989 -0.806
O -0.581 2.159 -1.066
H 0.862 -2.239 0.577
H 2.382 -1.606 -0.075
H 1.727 -0.978 1.443
H 0.775 1.003 -1.817
H 2.188 -0.020 -1.658
H -1.399 -1.367 1.281
H -0.437 -0.291 2.288
H -2.018 0.225 1.685
H -1.532 0.451 -1.746
H -2.314 1.258 -0.331
H -0.078 1.982 -0.058

=====

(2)
ORCA calculation (wB97M-V/def2-TZVPD) on C3H5NOS in the gas phase at a distorted geometry.

Results
Electronic energy   -645.4138 hartree
Energy above the lowest of the compared OMol25 structures with the same formula, charge and spin   61.4 kcal/mol
SMILES string   C=CO/C=N/S
Frontier orbital gap   0.3588 Eh
LUMO   0.9 eV
Total charge   0

Geometry (Å):
C -1.455 0.198 2.557
C -0.365 0.480 1.790
O 0.587 -0.475 1.417
C 0.727 -0.451 0.073
N -0.038 0.180 -0.664
S 0.328 -0.011 -2.331
H -1.582 -0.777 3.056
H -2.253 0.885 2.652
H -0.208 1.435 1.279
H 1.434 -1.107 -0.294
H -0.511 0.933 -2.608

=====

(3)
ORCA calculation (wB97M-V/def2-TZVPD) on 3 unconnected molecules or ions with the total composition C8H24NO11P2S at a distorted geometry.

Results
Electronic energy   -2282.6876 hartree
Frontier orbital gap   0.2492 Eh
LUMO   1.9 eV
Total charge   -1

Geometry (Å):
C -3.136 -0.354 -0.843
C -2.863 -1.111 -2.139
N -1.533 -1.730 -2.116
S -1.510 -3.207 -2.940
O -0.109 -3.575 -2.994
O -2.353 -4.117 -2.169
O -2.091 -2.878 -4.229
H -3.779 0.500 -1.079
H -3.703 -0.940 -0.120
H -2.224 0.065 -0.418
H -3.641 -1.857 -2.316
H -2.906 -0.426 -2.987
H -1.188 -1.841 -1.175
C 1.277 0.796 2.959
O 0.810 -0.444 3.530
P -0.760 -0.766 3.387
O -1.505 0.327 4.032
O -0.672 -2.107 4.284
C -0.346 -1.987 5.661
O -1.704 -1.400 2.285
C -1.160 -2.425 1.413
H 2.355 0.714 2.837
H 0.824 0.986 1.987
H 1.049 1.616 3.639
H -0.647 -1.016 6.056
H 0.728 -2.124 5.806
H -0.877 -2.773 6.195
H -0.863 -3.303 1.985
H -0.302 -2.032 0.867
H -1.928 -2.709 0.700
C 3.420 0.491 -2.817
O 2.575 1.664 -2.784
P 1.860 2.029 -1.387
O 1.069 0.860 -0.991
O 1.005 3.215 -2.073
C 0.051 2.863 -3.080
O 2.088 2.899 -0.044
C 2.936 4.059 -0.098
H 4.065 0.578 -3.688
H 4.036 0.418 -1.922
H 2.798 -0.397 -2.913
H -0.316 1.846 -2.939
H 0.503 2.955 -4.068
H -0.779 3.561 -3.002
H 2.524 4.800 -0.783
H 3.948 3.792 -0.408
H 2.976 4.481 0.903

=====

(4)
ORCA calculation (wB97M-V/def2-TZVPD) on a gas-phase ion, C6H11IN2O3P (charge +1) at a distorted geometry.

Results
Electronic energy   -1209.2071 hartree
SMILES string   C#C[C@H]1[C@H](P(=O)(O)O)C[C@@H](N)[N@@H+]1I
Frontier orbital gap   0.3206 Eh
LUMO   -5.3 eV
Total charge   +1

Geometry (Å):
C -1.500 -2.182 -2.755
C -0.829 -1.410 -2.076
C -0.528 -0.322 -0.984
C 0.496 -0.793 0.187
P -0.380 -1.204 1.822
O 0.108 -0.314 2.950
O -0.195 -2.830 2.199
O -2.038 -0.902 1.696
C 1.523 0.449 0.391
C 0.568 1.599 -0.182
N 1.040 2.993 -0.216
N 0.127 0.958 -1.478
I -1.089 2.078 -2.746
H -2.143 -2.924 -3.312
H -1.503 0.102 -0.567
H 1.033 -1.745 -0.133
H 0.745 -3.032 2.389
H -2.318 -0.538 2.571
H 2.337 0.377 -0.405
H 1.925 0.605 1.444
H -0.295 1.582 0.575
H 1.674 3.074 0.600
H 0.249 3.604 0.049
H 0.993 0.773 -2.020

=====

(5)
ORCA calculation (wB97M-V/def2-TZVPD) on a molecular structure, C4H6O2.

Results
Electronic energy   -306.3266 hartree
Energy above the lowest of the compared OMol25 structures with the same formula, charge and spin   112.8 kcal/mol
Frontier orbital gap   0.3166 Eh
LUMO   0.6 eV
Total charge   0

Geometry (Å):
C -1.089 -1.074 0.014
C -0.115 -0.041 0.461
C -0.334 1.423 0.555
O -0.135 0.583 1.725
C 1.145 0.261 -0.092
O 1.424 0.157 -1.402
H -0.951 -2.000 0.579
H -2.108 -0.705 0.123
H -0.890 -1.301 -1.037
H 0.468 2.166 0.418
H 0.598 0.075 -1.896
H 1.988 0.457 0.551

=====

(6)
ORCA calculation (wB97M-V/def2-TZVPD) on 2 unconnected molecules or ions with the total composition C5H14NO at a distorted geometry.

Results
Electronic energy   -328.5794 hartree
Energy above the lowest of the compared OMol25 structures with the same formula, charge and spin   67.0 kcal/mol
Frontier orbital gap   0.3590 Eh
LUMO   -3.9 eV
Total charge   +1

Geometry (Å):
C 1.547 -2.259 -1.337
C 1.586 -1.018 -2.251
C 1.197 0.384 -1.488
C -0.173 0.358 -0.929
C -0.350 0.519 0.461
N -1.593 1.285 0.804
H 0.691 -2.924 -1.480
H 2.425 -3.007 -1.593
H 1.729 -2.023 -0.271
H 2.564 -0.946 -2.655
H 0.943 -1.316 -3.137
H 2.058 0.520 -0.801
H 1.438 1.092 -2.343
H -1.064 0.004 -1.538
H 0.485 0.795 1.134
H -1.517 2.100 0.302
H -2.434 0.741 0.457
H -1.763 1.506 1.876
H -2.032 1.137 4.460
H -1.078 0.029 3.919
O -1.768 0.674 3.663

=====

(7)
ORCA calculation (wB97M-V/def2-TZVPD) on a gas-phase ion, CHNO2PS (charge -1) at a distorted geometry.

Results
Electronic energy   -983.6363 hartree
Energy above the lowest of the compared OMol25 structures with the same formula, charge and spin   4.3 kcal/mol
SMILES string   N#C[P@]([O-])(O)=S
Frontier orbital gap   0.3123 Eh
LUMO   3.6 eV
Total charge   -1

Geometry (Å):
N 0.190 2.541 -0.551
C -0.154 1.448 -0.436
P -0.457 -0.460 0.230
O -1.340 -0.434 1.478
O 1.137 -0.576 0.624
S -1.020 -1.691 -1.212
H 1.644 -0.828 -0.133

=====

(8)
ORCA calculation (wB97M-V/def2-TZVPD) on a gas-phase ion, C5H10NO2 (charge -1) at a distorted geometry.

Results
Electronic energy   -401.7874 hartree
Energy above the lowest of the compared OMol25 structures with the same formula, charge and spin   24.7 kcal/mol
SMILES string   CCN(C)CC(=O)[O-]
Frontier orbital gap   0.2790 Eh
LUMO   4.0 eV
Total charge   -1

Geometry (Å):
C -0.078 1.817 0.200
C 0.349 0.677 1.119
N 0.680 -0.637 0.549
C 1.428 -0.482 -0.699
C -0.577 -1.388 0.300
C -1.634 -1.001 -0.810
O -1.260 -0.310 -1.784
O -2.756 -1.483 -0.549
H -0.351 2.698 0.787
H 0.669 2.076 -0.550
H -0.887 1.516 -0.465
H -0.364 0.626 1.937
H 1.301 0.970 1.584
H 1.643 -1.480 -1.051
H 0.927 0.155 -1.423
H 2.375 0.041 -0.464
H -0.340 -2.425 0.080
H -1.125 -1.367 1.240

=====

(9)
ORCA calculation (wB97M-V/def2-TZVPD) on 5 unconnected molecules or ions with the total composition C16H38BN4O8 at a distorted geometry.

Results
Electronic energy   -1478.2209 hartree
Frontier orbital gap   0.1887 Eh
LUMO   1.7 eV
Total charge   -1

Geometry (Å):
O 0.196 -1.382 3.815
C -0.313 -2.036 2.563
C -1.053 -3.458 2.906
B -2.560 -3.319 3.552
O -3.741 -3.321 2.618
C -3.755 -1.910 2.180
C -3.438 -1.159 3.614
O -2.769 0.138 3.412
O -2.752 -2.143 4.465
H -0.135 -0.427 3.810
H -0.983 -1.239 2.029
H 0.614 -2.304 1.863
H -0.385 -4.017 3.722
H -1.064 -4.202 1.972
H -2.780 -4.331 4.153
H -4.743 -1.443 1.761
H -2.942 -1.912 1.334
H -4.406 -0.926 4.236
H -2.841 0.415 2.443
C 3.101 -1.435 -0.201
O 1.934 -1.122 -0.395
N 3.977 -0.776 0.635
C 5.347 -1.212 0.809
C 3.516 0.388 1.361
H 3.555 -2.305 -0.703
H 5.510 -1.450 1.864
H 6.017 -0.402 0.507
H 5.558 -2.098 0.205
H 2.672 0.101 1.996
H 3.177 1.144 0.645
H 4.318 0.801 1.979
C -6.447 0.872 0.490
O -6.225 -0.045 1.270
N -6.447 0.771 -0.885
C -6.720 1.908 -1.739
C -6.165 -0.512 -1.496
H -6.673 1.890 0.848
H -7.596 1.685 -2.354
H -5.853 2.082 -2.383
H -6.914 2.807 -1.148
H -6.906 -1.240 -1.153
H -5.171 -0.845 -1.182
H -6.200 -0.436 -2.586
C 7.098 2.056 0.293
O 6.872 1.189 1.128
N 8.275 2.201 -0.410
C 8.464 3.256 -1.383
C 9.358 1.270 -0.169
H 6.343 2.816 0.032
H 8.675 2.805 -2.357
H 9.310 3.876 -1.072
H 7.571 3.882 -1.463
H 9.012 0.256 -0.391
H 9.644 1.321 0.886
H 10.221 1.510 -0.796
C -4.010 0.686 -4.629
O -4.926 1.484 -4.786
N -2.816 0.955 -3.996
C -1.781 -0.048 -3.852
C -2.586 2.280 -3.458
H -4.080 -0.350 -5.000
H -1.584 -0.201 -2.787
H -0.873 0.309 -4.346
H -2.086 -0.997 -4.301
H -3.361 2.503 -2.719
H -2.653 3.010 -4.270
H -1.601 2.341 -2.989

=====

(10)
ORCA calculation (wB97M-V/def2-TZVPD) on 12 unconnected molecules or ions with the total composition C16H56O12 at a distorted geometry.

Results
Electronic energy   -1545.7870 hartree
Energy above the lowest of the compared OMol25 structures with the same formula, charge and spin   108.5 kcal/mol
SMILES string   CCO.CCO.CCO.CCO.CO.CO.CO.CO.CO.CO.CO.CO
Frontier orbital gap   0.3586 Eh
LUMO   0.2 eV
Total charge   0

Geometry (Å):
C 15.268 -10.134 5.398
C 14.649 -11.034 4.392
O 13.681 -11.711 5.122
H 15.808 -10.678 6.215
H 14.638 -9.355 5.781
H 15.993 -9.451 4.898
H 15.468 -11.801 4.003
H 14.187 -10.591 3.566
H 13.121 -11.071 5.523
C 20.805 -13.970 5.233
C 19.795 -14.665 6.159
O 18.666 -13.838 6.383
H 21.643 -14.608 5.061
H 21.092 -13.029 5.582
H 20.389 -13.738 4.273
H 20.160 -14.944 7.174
H 19.348 -15.509 5.659
H 18.170 -13.708 5.550
C 18.116 -14.236 10.492
C 19.439 -13.510 10.832
O 19.205 -12.140 11.015
H 17.353 -14.224 11.280
H 18.337 -15.260 10.227
H 17.578 -13.726 9.694
H 20.120 -13.686 10.062
H 19.875 -13.894 11.746
H 19.402 -11.667 10.212
C 17.067 -16.989 6.873
C 16.043 -16.468 5.919
O 14.812 -16.223 6.527
H 17.302 -16.190 7.563
H 17.991 -17.324 6.498
H 16.572 -17.847 7.315
H 15.832 -17.198 5.123
H 16.464 -15.595 5.415
H 14.642 -15.289 6.558
C 13.087 -10.450 8.194
O 12.599 -10.692 9.547
H 13.517 -11.348 7.691
H 13.947 -9.815 8.427
H 12.378 -9.912 7.697
H 13.170 -11.389 9.906
C 12.108 -14.982 9.264
O 11.647 -13.630 9.021
H 12.936 -15.105 8.603
H 11.340 -15.726 9.068
H 12.499 -15.118 10.284
H 11.687 -13.509 8.080
C 17.001 -10.011 9.316
O 17.989 -9.466 8.402
H 16.916 -11.068 9.021
H 16.062 -9.438 9.159
H 17.354 -10.081 10.334
H 18.738 -10.119 8.305
C 15.481 -16.915 10.008
O 14.482 -16.505 10.936
H 16.130 -16.029 9.789
H 14.924 -17.415 9.210
H 16.107 -17.654 10.451
H 15.028 -16.099 11.620
C 15.653 -13.041 7.557
O 14.631 -13.620 6.759
H 16.315 -12.438 6.940
H 16.299 -13.702 8.083
H 15.260 -12.468 8.296
H 14.264 -12.816 6.322
C 14.497 -12.854 10.893
O 14.821 -11.467 10.956
H 13.578 -12.990 10.369
H 14.327 -13.180 11.910
H 15.171 -13.394 10.306
H 15.721 -11.338 11.346
C 13.815 -14.671 3.780
O 14.190 -15.649 2.816
H 13.143 -15.077 4.512
H 13.302 -13.842 3.314
H 14.693 -14.401 4.334
H 14.011 -15.297 1.990
C 18.579 -10.279 5.026
O 18.100 -10.748 3.818
H 18.274 -10.853 5.975
H 18.254 -9.281 5.179
H 19.662 -10.176 4.943
H 18.089 -9.979 3.228

=====

(11)
ORCA calculation (wB97M-V/def2-TZVPD) on 7 unconnected molecules or ions with the total composition C5H22NO8 at a distorted geometry.

Results
Electronic energy   -860.4770 hartree
Energy above the lowest of the compared OMol25 structures with the same formula, charge and spin   52.1 kcal/mol
Frontier orbital gap   0.3083 Eh
LUMO   2.6 eV
Total charge   -1

Geometry (Å):
O 1.537 -1.563 0.615
C 0.495 -1.075 0.105
O 0.552 -0.064 -0.654
C -0.890 -1.608 0.489
C -1.888 -0.585 1.085
C -2.526 0.348 0.088
C -3.112 1.606 0.722
N -1.369 -2.489 -0.601
H -0.861 -2.355 1.306
H -2.644 -1.187 1.618
H -1.345 -0.017 1.869
H -1.845 0.555 -0.738
H -3.103 -0.311 -0.603
H -3.896 1.319 1.421
H -2.285 2.147 1.204
H -3.426 2.376 0.006
H -1.241 -2.027 -1.495
H -0.734 -3.265 -0.726
H 3.747 -2.141 -1.440
H 3.028 -2.328 -0.112
O 3.734 -2.710 -0.666
H -0.076 2.122 0.806
H 0.977 2.900 1.652
O 0.476 2.079 1.598
H -0.433 -0.486 -2.354
H 0.064 0.395 -3.377
O -0.668 -0.247 -3.263
H 0.673 2.348 -2.185
H 1.728 1.116 -2.028
O 1.167 1.662 -2.625
H 1.971 -0.942 2.413
H 1.998 0.532 2.738
O 2.461 -0.289 2.939
H 2.028 1.877 0.333
H 2.896 0.682 0.032
O 2.809 1.626 -0.170

=====

(12)
ORCA calculation (wB97M-V/def2-TZVPD) on 2 unconnected molecules or ions with the total composition C3H12N3 at a distorted geometry.

Results
Electronic energy   -285.5003 hartree
Energy above the lowest of the compared OMol25 structures with the same formula, charge and spin   40.8 kcal/mol
Frontier orbital gap   0.3773 Eh
LUMO   -3.3 eV
Total charge   +1

Geometry (Å):
C 1.370 0.674 -2.513
N 2.016 0.281 -1.474
H 0.647 -0.059 -2.941
H 1.559 1.605 -3.069
H 2.536 1.085 -1.084
H 1.112 -0.613 -0.381
N 0.465 -1.340 0.099
C -0.313 -0.793 1.235
C -0.991 0.508 0.812
N -1.882 0.909 1.911
H -0.167 -1.624 -0.662
H 0.986 -2.179 0.361
H 0.397 -0.667 2.079
H -1.058 -1.538 1.505
H -0.212 1.263 0.663
H -1.488 0.318 -0.138
H -2.251 1.836 1.685
H -2.727 0.333 1.914